[1]
Entry from OMol25: a molecular structure, C28H30BrN6O6RuS (ωB97M-V/def2-TZVPD).

```
73
Properties=species:S:1:pos:R:3:lowdin_spin:R:1
Ru -0.449 0.350 -0.804 2.55
O -3.945 0.999 1.451 0.02
S -2.949 1.686 0.688 0.02
O -2.941 1.616 -0.748 0.04
N -1.437 1.029 1.044 0.35
C -0.927 0.916 2.253 0.06
C -1.537 1.280 3.479 0.18
C -0.847 1.130 4.671 0.01
C 0.443 0.630 4.698 0.23
C 1.096 0.236 3.498 0.01
C 2.413 -0.259 3.450 0.03
C 2.960 -0.585 2.236 -0.01
C 2.184 -0.447 1.076 0.04
N 0.937 -0.013 1.105 0.06
C 0.408 0.351 2.284 0.06
C -2.859 3.359 1.195 0.00
C -3.707 3.807 2.199 0.00
C -3.650 5.142 2.567 0.00
C -2.756 5.996 1.936 0.00
C -1.918 5.531 0.929 0.00
C -1.965 4.202 0.542 0.00
H -2.549 1.655 3.478 0.01
H -1.329 1.413 5.597 0.00
H 0.970 0.531 5.637 0.01
H 2.984 -0.357 4.364 0.00
H 3.977 -0.940 2.153 0.00
H 2.583 -0.672 0.098 0.00
H -4.408 3.125 2.660 0.00
H -4.308 5.517 3.338 0.00
H -2.718 7.037 2.225 0.00
H -1.234 6.209 0.438 0.00
H -1.326 3.819 -0.242 0.00
Br -2.255 -2.070 1.460 0.00
C -2.605 -2.014 -0.391 0.01
C -3.571 -2.886 -0.867 0.00
C -3.835 -2.909 -2.224 0.01
C -3.117 -2.069 -3.059 0.00
C -2.177 -1.232 -2.502 0.01
N -1.918 -1.191 -1.179 0.02
C -1.368 -0.313 -3.398 0.01
O -1.509 -0.356 -4.591 0.02
O -0.551 0.496 -2.766 0.07
H -4.093 -3.528 -0.174 0.00
H -4.586 -3.579 -2.620 0.00
H -3.257 -2.035 -4.129 0.00
C 1.978 3.566 -1.757 0.00
C 1.429 2.236 -1.340 0.01
O 2.045 1.179 -1.452 0.05
O 0.227 2.244 -0.838 0.02
H 3.044 3.490 -1.945 0.00
H 1.776 4.315 -0.993 0.00
H 1.469 3.875 -2.671 0.00
C 3.153 -3.788 0.127 0.00
N 1.930 -3.359 -0.529 0.00
C 0.729 -3.540 0.253 0.00
C 1.933 -2.429 -1.536 0.01
N 0.968 -1.567 -1.651 0.09
N 3.006 -2.484 -2.393 0.01
C 3.465 -3.772 -2.902 0.00
C 3.204 -1.387 -3.328 0.00
H 3.167 -3.425 1.160 0.00
H 4.022 -3.392 -0.392 0.00
H 3.222 -4.877 0.153 0.00
H 0.712 -4.557 0.647 0.00
H -0.142 -3.388 -0.380 0.00
H 0.676 -2.842 1.094 0.00
H 1.065 -1.072 -2.532 0.00
H 3.070 -4.586 -2.303 0.00
H 4.555 -3.819 -2.893 0.00
H 3.124 -3.908 -3.933 0.00
H 2.528 -1.454 -4.189 0.00
H 4.226 -1.437 -3.700 0.00
H 3.062 -0.429 -2.831 0.00
```

Values from the calculation:
HOMO level (spin up / spin down) in Eh: -0.41133 / -0.41957
Net charge: +1
Multiplicity: 5
Gap between HOMO and LUMO (spin up / spin down) in eV: 7.7840 / 5.8456
LUMO level (spin up / spin down) in eV: -3.409 / -5.571



[2]
Entry from OMol25: C4H8N2O in the gas phase (ωB97M-V/def2-TZVPD).

```
15
Properties=species:S:1:pos:R:3:mulliken_charge:R:1
N 0.109 0.623 2.001 -0.72
C -0.513 0.480 0.699 0.54
C 0.026 1.402 -0.429 -0.80
C 0.163 0.176 -1.372 -0.37
O 0.708 -2.572 -0.941 -0.38
C -0.042 -0.681 -0.150 0.08
N 0.208 -1.880 0.164 -0.55
H -0.287 1.425 2.484 0.24
H -0.100 -0.195 2.567 0.25
H -1.618 0.501 0.715 0.22
H 1.002 1.799 -0.137 0.29
H -0.622 2.218 -0.760 0.30
H 1.112 0.036 -1.895 0.29
H -0.654 0.074 -2.094 0.24
H 0.863 -3.455 -0.587 0.37
```

Values from the calculation:
HOMO level in Eh: -0.34408
Structure (SMILES): N[C@H]1CC/C1=N\O
Multiplicity: 1
Gap between HOMO and LUMO in eV: 10.4286
LUMO level in eV: 1.066



[3]
Entry from OMol25: a molecular structure, C5H8O4 at a distorted geometry (ωB97M-V/def2-TZVPD).

```
17
Properties=species:S:1:pos:R:3:mulliken_charge:R:1
C 1.957 -1.093 0.310 -0.76
C -2.659 -1.391 -0.343 -0.73
C 2.171 -0.116 -0.562 0.22
C -1.653 -0.695 0.211 0.24
C -0.159 1.276 0.130 0.73
O 0.291 1.113 1.360 -0.40
O -0.236 2.555 -0.220 -0.55
O 1.389 0.874 -0.871 -0.51
O -1.278 0.619 -0.220 -0.33
H 2.795 -1.837 0.415 0.20
H 1.113 -1.206 0.989 0.12
H -2.865 -2.379 0.036 0.28
H -3.384 -0.970 -1.183 0.23
H 3.052 -0.130 -1.208 0.35
H -0.966 -1.214 0.890 0.20
H 0.893 1.866 1.470 0.35
H -0.461 2.729 -1.203 0.36
```

Values from the calculation:
HOMO level in Eh: -0.29095
Multiplicity: 1
Gap between HOMO and LUMO in eV: 8.4817
LUMO level in eV: 0.564



[4]
Entry from OMol25: a molecular structure, C28H52ClCoOP at a distorted geometry (ωB97M-V/def2-TZVPD).

```
84
Properties=species:S:1:pos:R:3:lowdin_spin:R:1
Co -3.762 -0.385 -1.961 1.93
Cl -5.192 0.015 -3.513 0.04
P 0.766 0.087 0.151 0.00
C -0.081 -1.056 1.383 0.00
H 0.143 -2.022 1.014 0.00
H -1.084 -0.841 1.054 0.00
C -0.336 0.887 -1.148 0.00
C 1.723 -1.302 -0.588 0.00
C 0.390 1.730 -2.218 0.00
H -0.806 0.005 -1.633 0.00
C -0.576 2.109 -3.347 0.00
H 0.776 2.654 -1.752 0.00
H 1.256 1.206 -2.643 0.00
C -1.799 2.858 -2.807 0.00
H -0.042 2.717 -4.091 0.00
H -0.905 1.191 -3.857 0.00
C -2.455 2.119 -1.632 0.00
H -1.498 3.869 -2.500 0.00
H -2.526 2.976 -3.619 0.00
C -1.460 1.734 -0.535 0.00
H -3.270 2.720 -1.213 0.00
H -2.909 1.187 -2.061 0.00
H -1.050 2.653 -0.096 0.00
H -1.931 1.232 0.324 0.00
C 1.821 1.371 0.967 0.00
C 2.757 -1.777 0.447 0.00
H 0.932 -2.069 -0.699 0.00
C 3.415 -3.071 -0.029 0.00
H 3.516 -0.992 0.592 0.00
H 2.296 -1.936 1.433 0.00
C 3.978 -2.957 -1.450 0.00
H 4.213 -3.329 0.675 0.00
H 2.671 -3.879 0.006 0.00
C 2.992 -2.367 -2.467 0.00
H 4.883 -2.337 -1.430 0.00
H 4.284 -3.950 -1.792 0.00
C 2.313 -1.082 -1.979 0.00
H 3.503 -2.137 -3.407 0.00
H 2.209 -3.108 -2.684 0.00
H 3.038 -0.254 -1.943 0.00
H 1.519 -0.800 -2.687 0.00
C 1.013 2.587 1.465 0.00
H 2.197 0.829 1.853 0.00
C 1.914 3.465 2.350 0.00
H 0.694 3.188 0.600 0.00
H 0.085 2.274 1.980 0.00
C 3.214 3.893 1.638 0.00
H 1.368 4.362 2.666 0.00
H 2.182 2.902 3.254 0.00
C 3.962 2.732 0.978 0.00
H 2.984 4.645 0.871 0.00
H 3.883 4.377 2.355 0.00
C 3.042 1.835 0.140 0.00
H 4.764 3.110 0.331 0.00
H 4.439 2.115 1.752 0.00
H 2.697 2.382 -0.752 0.00
H 3.618 0.971 -0.218 0.00
C -3.392 2.159 2.471 1.39
C 0.416 -1.076 2.679 0.00
H -2.670 2.851 1.971 0.12
C -0.843 -1.388 3.598 0.00
H 0.517 0.046 2.900 0.00
C -2.384 -1.663 3.132 0.01
H -0.623 -2.296 4.121 0.00
H -1.026 -0.726 4.413 0.00
C -3.522 -0.614 3.222 0.07
H -2.422 -2.168 2.171 0.00
H -2.751 -2.478 3.793 0.00
C -3.614 0.778 2.248 0.28
H -4.455 -1.185 3.030 0.00
H -3.677 -0.299 4.248 0.00
H -3.413 0.292 1.346 0.03
H -4.648 1.112 2.342 0.06
C -2.287 -3.464 -0.216 0.00
C -2.206 -2.453 -1.346 0.00
C -2.870 -2.924 -2.630 0.00
O -2.740 -1.258 -0.832 0.05
H -3.287 -3.451 0.239 0.00
H -1.556 -3.215 0.562 0.00
H -2.072 -4.473 -0.575 0.00
H -1.141 -2.253 -1.549 0.00
H -3.912 -3.214 -2.443 0.00
H -2.848 -2.163 -3.423 0.00
H -2.338 -3.809 -2.999 0.00
```

Values from the calculation:
HOMO level (spin up / spin down) in Eh: -0.11177 / -0.11168
Net charge: -1
Multiplicity: 5
Gap between HOMO and LUMO (spin up / spin down) in eV: 5.4035 / 5.3964
LUMO level (spin up / spin down) in eV: 2.362 / 2.357



[5]
Entry from OMol25: a molecular structure, C17H27Br2ClCuNO4P (ωB97M-V/def2-TZVPD).

```
54
Properties=species:S:1:pos:R:3:lowdin_spin:R:1
Cu 0.733 0.213 0.142 0.62
Br -3.345 -1.050 -1.086 0.00
C -4.137 0.654 -1.521 0.00
Br -2.856 2.104 -1.453 0.00
H -4.916 0.853 -0.798 0.00
H -4.521 0.601 -2.530 0.00
C 0.583 2.253 2.921 0.00
C 0.776 0.830 3.467 0.01
C 0.221 0.738 4.887 0.00
P 0.142 -0.413 2.244 0.09
C 1.024 -2.013 2.531 0.00
C 0.376 -3.087 1.650 0.00
C 1.205 -2.471 3.977 0.00
C -1.678 -0.703 2.471 0.02
C -2.426 0.613 2.246 0.00
C -2.136 -1.419 3.740 0.01
H 1.180 2.951 3.509 0.00
H -0.460 2.567 2.983 0.00
H 0.906 2.325 1.884 0.00
H 1.847 0.618 3.471 0.00
H -0.830 1.027 4.916 0.00
H 0.768 1.441 5.519 0.00
H 0.325 -0.257 5.318 0.00
H 2.014 -1.781 2.129 0.00
H -0.569 -3.431 2.074 0.00
H 1.039 -3.949 1.565 0.00
H 0.185 -2.703 0.645 0.00
H 0.257 -2.635 4.487 0.00
H 1.793 -1.750 4.545 0.00
H 1.753 -3.415 3.979 0.00
H -1.899 -1.358 1.621 0.00
H -2.339 1.271 3.111 0.00
H -3.486 0.417 2.077 0.00
H -2.030 1.135 1.372 0.00
H -1.890 -0.869 4.646 0.00
H -1.698 -2.414 3.807 0.00
H -3.220 -1.545 3.703 0.00
Cl 2.789 0.431 0.843 0.13
O -0.209 -0.798 -1.330 0.06
C 0.134 0.152 -2.096 0.01
O 0.657 1.187 -1.592 0.04
C -0.025 0.037 -3.568 0.00
C -0.317 -1.194 -4.146 0.00
C -0.334 -1.328 -5.527 0.00
C -0.066 -0.236 -6.334 0.00
C 0.197 0.992 -5.742 0.00
C 0.230 1.142 -4.368 0.00
N 0.482 2.147 -6.598 0.00
O 0.880 3.163 -6.064 0.00
O 0.295 2.020 -7.794 0.00
H -0.515 -2.040 -3.503 0.00
H -0.531 -2.290 -5.979 0.00
H -0.048 -0.319 -7.410 0.00
H 0.463 2.100 -3.926 0.00
```

Values from the calculation:
HOMO level (spin up / spin down) in Eh: -0.32536 / -0.34590
Multiplicity: 2
Gap between HOMO and LUMO (spin up / spin down) in eV: 8.4521 / 8.2066
LUMO level (spin up / spin down) in eV: -0.401 / -1.206